Record 1
{
  "formula": "C41H34BrI2NO7P",
  "method": "ωB97M-V with the def2-TZVPD basis set",
  "elements": ["C", "C", "C", "C", "C", "C", "P", "O", "Br", "N", "C", "C", "C", "O", "I", "C", "C", "C", "O", "C", "I", "H", "H", "H", "H", "H", "H", "H", "H", "H", "H", "H", "H", "H", "H", "H", "H", "H", "H", "C", "C", "C", "C", "C", "C", "C", "O", "C", "C", "C", "C", "C", "C", "C", "O", "H", "H", "H", "H", "H", "H", "H", "H", "C", "C", "C", "C", "C", "C", "C", "O", "C", "C", "C", "C", "C", "C", "C", "O", "H", "H", "H", "H", "H", "H", "H", "H"],
  "positions_angstrom": [[4.6756, -0.3722, 3.4618], [3.2866, -0.9865, 3.2876], [2.9612, -1.5292, 1.8889], [2.4224, -0.5343, 0.8306], [2.9630, 0.8656, 0.8745], [4.0910, 1.2009, 0.1453], [4.9918, 0.0355, -1.0160], [6.0933, 1.1155, -1.5896], [6.2942, -1.0842, 0.3428], [4.5422, 2.4658, 0.1725], [3.9711, 3.4802, 0.8404], [4.6041, 4.8263, 0.6458], [3.9124, 5.7551, -0.3551], [4.4181, 6.7657, -0.6990], [2.0401, 5.1747, -1.2667], [2.8389, 3.2297, 1.6063], [2.2331, 4.3629, 2.3772], [3.1895, 4.9823, 3.4341], [3.4451, 6.3557, 3.2013], [2.3375, 1.9149, 1.5882], [0.5584, 1.5068, 2.6137], [4.8096, 0.5642, 2.9179], [4.8111, -0.1331, 4.5185], [5.4622, -1.0809, 3.2124], [2.5345, -0.2914, 3.6516], [3.2502, -1.8430, 3.9635], [2.1700, -2.2688, 2.0184], [3.8293, -2.0737, 1.5226], [1.3387, -0.4944, 0.8784], [2.6570, -0.9321, -0.1619], [5.6920, 1.7206, -2.2294], [5.3785, 2.6675, -0.3671], [4.7535, 5.3547, 1.5840], [5.5946, 4.6908, 0.2044], [1.3392, 4.0539, 2.9056], [1.9199, 5.1634, 1.7064], [2.8165, 4.8077, 4.4435], [4.1674, 4.5044, 3.3678], [2.6100, 6.8351, 3.2034], [-2.6496, 2.5180, -2.1829], [-1.8976, 2.3185, -1.0289], [-2.5090, 1.8561, 0.1225], [-3.8716, 1.5979, 0.1324], [-4.6291, 1.8154, -1.0168], [-4.0119, 2.2680, -2.1767], [-6.1040, 1.5822, -1.0157], [-6.7611, 1.7649, -2.0161], [-6.7346, 1.1253, 0.2554], [-8.1114, 0.9502, 0.2981], [-8.7167, 0.5144, 1.4649], [-7.9494, 0.2440, 2.5925], [-6.5767, 0.4204, 2.5582], [-5.9646, 0.8685, 1.3941], [-4.4932, 1.0807, 1.3852], [-3.8098, 0.8460, 2.3627], [-2.1723, 2.8718, -3.0873], [-0.8332, 2.5230, -1.0318], [-1.9469, 1.6874, 1.0287], [-4.6061, 2.4232, -3.0666], [-8.7003, 1.1592, -0.5840], [-9.7900, 0.3830, 1.4971], [-8.4253, -0.1020, 3.5002], [-5.9728, 0.2165, 3.4313], [-1.7639, -3.9508, 0.7721], [-2.5097, -5.0917, 0.4948], [-2.3532, -5.7477, -0.7143], [-1.4565, -5.2606, -1.6568], [-0.7207, -4.1058, -1.3872], [-0.8726, -3.4599, -0.1660], [0.2165, -3.5392, -2.3975], [0.8604, -2.5368, -2.1531], [0.3326, -4.2303, -3.7099], [1.1592, -3.6926, -4.6890], [1.2885, -4.3297, -5.9112], [0.5989, -5.5116, -6.1588], [-0.2295, -6.0504, -5.1889], [-0.3720, -5.4092, -3.9655], [-1.2927, -5.9913, -2.9473], [-1.8926, -7.0211, -3.1604], [-1.8844, -3.4435, 1.7205], [-3.2136, -5.4687, 1.2246], [-2.9249, -6.6376, -0.9377], [-0.2926, -2.5700, 0.0374], [1.6942, -2.7753, -4.4870], [1.9286, -3.9075, -6.6743], [0.7062, -6.0109, -7.1124], [-0.7727, -6.9666, -5.3735]],
  "charge": 1,
  "spin_multiplicity": 1,
  "orbital_gap_ev": 7.2
}

=====

Record 2
{
  "formula": "C41H34BrN3O12",
  "method": "ωB97M-V with the def2-TZVPD basis set",
  "elements": ["C", "C", "C", "Br", "C", "C", "N", "C", "C", "N", "N", "C", "C", "O", "C", "C", "O", "H", "H", "H", "H", "H", "H", "H", "H", "H", "H", "H", "H", "H", "H", "O", "C", "C", "C", "C", "O", "C", "C", "H", "H", "H", "H", "O", "C", "C", "C", "C", "O", "C", "C", "H", "H", "H", "H", "O", "C", "C", "C", "C", "O", "C", "C", "H", "H", "H", "H", "O", "C", "C", "C", "C", "O", "C", "C", "H", "H", "H", "H", "O", "C", "C", "C", "C", "O", "C", "C", "H", "H", "H", "H"],
  "positions_angstrom": [[-4.1058, 1.0353, 3.6973], [-2.6398, 1.1518, 3.3031], [-2.3340, 0.3083, 2.0665], [-2.6100, 1.3155, 0.4265], [-0.9656, -0.3951, 2.0104], [-0.7695, -1.1876, 3.2238], [-0.5276, -1.8183, 4.1505], [0.2249, 0.5083, 1.6215], [1.4781, -0.2719, 1.6676], [2.4286, -0.9145, 1.6855], [0.2702, 1.8051, 2.2870], [0.5574, 1.7811, 3.6855], [0.2882, 3.0840, 4.3850], [1.0033, 0.8140, 4.2369], [1.1283, 2.7695, 1.5837], [0.3972, 3.7934, 0.7670], [2.3167, 2.7232, 1.7068], [-4.3247, 0.0345, 4.0672], [-4.3665, 1.7629, 4.4629], [-4.7490, 1.2313, 2.8379], [-2.0099, 0.8290, 4.1347], [-2.3873, 2.1892, 3.0910], [-3.0714, -0.4888, 1.9986], [-1.0259, -1.1194, 1.1913], [0.0553, 0.7211, 0.5636], [1.2463, 3.6039, 4.4449], [-0.0574, 2.8989, 5.3966], [-0.3866, 3.7264, 3.8264], [-0.5494, 4.0181, 1.2521], [0.1988, 3.3906, -0.2261], [1.0160, 4.6835, 0.7063], [-2.1614, -1.6624, -1.1274], [-2.5542, -1.4289, -2.2514], [-3.6999, -0.5121, -2.4912], [-4.1379, -0.2633, -3.7219], [-3.4937, -0.8894, -4.9045], [-3.9018, -0.6726, -6.0275], [-2.3442, -1.7978, -4.6684], [-1.9115, -2.0498, -3.4351], [-4.1527, -0.0745, -1.6121], [-4.9728, 0.3960, -3.9232], [-1.8921, -2.2419, -5.5476], [-1.0783, -2.7118, -3.2341], [-4.4447, -4.5833, -11.3629], [-3.7351, -4.3837, -10.4018], [-2.3192, -4.8340, -10.3845], [-1.5398, -4.6167, -9.3292], [-2.0534, -3.9166, -8.1259], [-1.3358, -3.7220, -7.1652], [-3.4657, -3.4618, -8.1420], [-4.2444, -3.6788, -9.1983], [-1.9695, -5.3428, -11.2736], [-0.5059, -4.9353, -9.2912], [-3.8144, -2.9375, -7.2616], [-5.2760, -3.3534, -9.2372], [1.1109, -4.0961, -0.2784], [1.0040, -4.8291, 0.6821], [0.8017, -4.2909, 2.0490], [0.6737, -5.0950, 3.1005], [0.7313, -6.5703, 2.9494], [0.6128, -7.3105, 3.9019], [0.9389, -7.1121, 1.5805], [1.0645, -6.3059, 0.5304], [0.7704, -3.2137, 2.1426], [0.5226, -4.7154, 4.1033], [0.9786, -8.1908, 1.4961], [1.2136, -6.6767, -0.4759], [6.5151, 0.3345, -3.3878], [5.4342, 0.6534, -2.9433], [4.9862, 0.2154, -1.5983], [3.7979, 0.5714, -1.1176], [2.8739, 1.4156, -1.9080], [1.7870, 1.7410, -1.4694], [3.3137, 1.8535, -3.2553], [4.5028, 1.5012, -3.7347], [5.6759, -0.4052, -1.0410], [3.4430, 0.2630, -0.1439], [2.6180, 2.4684, -3.8121], [4.8514, 1.8067, -4.7131], [1.1105, 6.3542, 4.8366], [1.9414, 6.3347, 5.7207], [3.2361, 5.6301, 5.5439], [4.1443, 5.6025, 6.5151], [3.9019, 6.2789, 7.8158], [4.7293, 6.2574, 8.6993], [2.6058, 6.9842, 7.9908], [1.6980, 7.0104, 7.0194], [3.3928, 5.1466, 4.5871], [5.0944, 5.0945, 6.4113], [2.4521, 7.4682, 8.9468], [0.7470, 7.5172, 7.1223]],
  "spin_multiplicity": 1,
  "orbital_gap_ev": 8.2,
  "smiles": "CC[C@@H](Br)[C@H](C#N)[C@H](C#N)N(C(C)=O)C(C)=O.O=C1C=CC(=O)C=C1.O=C1C=CC(=O)C=C1.O=C1C=CC(=O)C=C1.O=C1C=CC(=O)C=C1.O=C1C=CC(=O)C=C1"
}

=====

Record 3
{
  "formula": "C41H34CdN12O4S",
  "method": "ωB97M-V with the def2-TZVPD basis set",
  "elements": ["Cd", "C", "O", "C", "C", "C", "C", "C", "C", "N", "N", "C", "O", "C", "C", "C", "C", "C", "C", "C", "O", "H", "H", "H", "H", "H", "H", "H", "H", "H", "H", "H", "H", "C", "N", "C", "N", "C", "N", "C", "C", "C", "C", "C", "C", "C", "N", "N", "C", "O", "C", "C", "C", "C", "C", "C", "N", "C", "N", "C", "N", "C", "H", "H", "H", "H", "H", "H", "H", "H", "H", "H", "H", "H", "H", "H", "H", "H", "N", "C", "S", "C", "C", "C", "N", "C", "C", "H", "H", "H", "H", "H", "H"],
  "positions_angstrom": [[-0.4884, 0.2578, 0.0176], [-0.9302, -4.9843, -0.5305], [-1.0187, -4.3964, 0.7614], [0.2047, -3.9072, 1.2093], [0.9664, -4.6775, 2.0545], [2.1951, -4.2096, 2.5227], [2.6207, -2.9616, 2.1256], [1.8552, -2.1446, 1.2822], [2.4015, -0.8250, 0.9869], [1.7467, 0.1439, 0.4713], [2.4155, 1.3503, 0.3514], [1.7071, 2.2342, -0.3178], [0.5683, 2.0725, -0.8704], [2.3058, 3.6119, -0.3659], [1.5754, 4.6468, -0.9409], [2.0946, 5.9337, -0.9937], [3.3541, 6.1969, -0.4730], [4.0866, 5.1680, 0.1110], [3.5650, 3.8829, 0.1673], [0.6086, -2.6137, 0.7771], [-0.1423, -1.9568, -0.0531], [-1.9375, -5.2849, -0.8204], [-0.2831, -5.8653, -0.5110], [-0.5392, -4.2695, -1.2575], [0.5926, -5.6520, 2.3460], [2.7988, -4.8173, 3.1821], [3.5731, -2.5816, 2.4791], [3.4437, -0.6435, 1.2597], [0.6004, 4.4189, -1.3502], [1.5170, 6.7309, -1.4442], [3.7650, 7.1977, -0.5219], [5.0734, 5.3661, 0.5112], [4.1255, 3.0712, 0.6099], [-4.2400, -3.4225, 1.9124], [-3.7008, -2.0879, 1.7344], [-2.8331, -1.6828, 0.8144], [-2.6408, -0.3782, 0.9269], [-3.4342, -0.0389, 1.9788], [-4.1045, -1.0420, 2.4927], [-5.5640, -3.6036, 1.2071], [-6.6105, -4.2566, 1.8409], [-7.8261, -4.4382, 1.1917], [-8.0129, -3.9522, -0.0882], [-6.9678, -3.2856, -0.7263], [-5.7482, -3.1230, -0.0840], [-7.1898, -2.7371, -2.0631], [-8.2642, -2.7806, -2.7694], [-7.9938, -2.0885, -3.9418], [-6.7764, -1.6819, -3.8520], [-6.1923, -2.0548, -2.6851], [-6.0223, -0.8906, -4.8243], [-6.6975, -0.3665, -5.9218], [-6.0032, 0.3880, -6.8518], [-4.6459, 0.6176, -6.6893], [-3.9659, 0.0896, -5.5975], [-2.4770, 0.3370, -5.4907], [-1.9128, -0.0638, -4.2199], [-1.8303, 0.6228, -3.0809], [-1.3466, -0.1538, -2.1308], [-1.1357, -1.3406, -2.7646], [-1.4821, -1.3318, -4.0286], [-4.6577, -0.6653, -4.6625], [-4.3498, -3.5908, 2.9817], [-3.4808, -4.1119, 1.5380], [-2.3096, -2.3483, 0.1475], [-3.5107, 0.9623, 2.3692], [-6.4802, -4.6207, 2.8528], [-8.6353, -4.9483, 1.6968], [-8.9578, -4.0683, -0.6009], [-4.9487, -2.5956, -0.5895], [-7.7569, -0.5545, -6.0280], [-6.5223, 0.8032, -7.7051], [-4.1087, 1.2116, -7.4200], [-2.2581, 1.3946, -5.6412], [-1.9420, -0.2275, -6.2535], [-2.1092, 1.6591, -2.9816], [-0.7123, -2.1896, -2.2547], [-4.1432, -1.0945, -3.8124], [1.8036, 6.1256, 2.6671], [0.5121, 5.9041, 2.9342], [-0.5056, 7.0133, 3.5933], [0.0636, 4.5249, 2.5840], [-1.1009, 4.3189, 1.8561], [-1.4030, 3.0350, 1.4553], [-0.6540, 1.9697, 1.7638], [0.4183, 2.1661, 2.5298], [0.8213, 3.4234, 2.9476], [2.1722, 7.0474, 2.8337], [2.3315, 5.4914, 2.0826], [-1.7308, 5.1542, 1.5848], [-2.2693, 2.8432, 0.8312], [1.0023, 1.2897, 2.7788], [1.7228, 3.5340, 3.5349]],
  "spin_multiplicity": 1,
  "orbital_gap_ev": 7.0,
  "relative_energy_kcal_mol": 0.0
}